Record 1
An isolated molecule of C6H12Si in a non-equilibrium geometry. Source: OMol25; level of theory: wB97M-V/def2-TZVPD.

**DFT total energy**: -525.22924 hartree
**2S+1**: 1
**Highest occupied orbital energy**: -8.908 eV
**ΔE to the lowest compared entry with this formula, charge and spin**: 45.0 kcal/mol
**Lowest unoccupied orbital energy**: 1.0 eV
**SMILES string**: C[SiH2]C1=CCCC1

The geometry in XYZ format:
```
19
Properties=species:S:1:pos:R:3:forces:R:3:nbo_charge:R:1
H -1.487 -0.308 1.913 -0.928 1.140 1.441 -0.202
H 0.096 -3.278 2.391 0.165 0.516 -0.228 0.247
H -1.857 1.357 -0.460 0.740 -0.018 0.495 0.226
H 0.997 2.382 -0.232 0.663 -0.448 0.067 0.198
C 1.138 0.244 -0.230 -3.173 0.974 -0.510 -0.228
H 2.134 1.751 -1.451 0.160 0.102 -0.147 0.211
C 0.464 -2.289 2.057 -1.481 -0.347 -0.334 -1.078
C 1.211 1.539 -0.923 -0.521 1.434 -1.760 -0.425
Si -0.882 -1.295 1.132 0.172 -0.107 -0.718 1.106
C -1.048 0.818 -0.982 -2.116 -2.679 -0.348 -0.462
H -1.684 0.044 -1.557 0.729 1.414 0.139 0.210
H -0.179 1.123 -2.835 1.105 0.739 0.801 0.207
H -0.274 2.665 -1.948 -0.905 1.391 -0.249 0.209
H 1.716 -0.044 0.557 2.517 -1.101 1.451 0.204
H 1.011 -2.430 1.134 1.268 -0.420 0.233 0.233
C -0.148 -0.121 -0.153 -0.528 -0.016 0.290 -0.348
H -2.095 -1.977 0.521 0.778 -0.271 0.231 -0.163
C -0.114 1.638 -1.833 1.518 -2.374 -0.052 -0.402
H 0.998 -1.820 2.900 -0.162 0.071 -0.801 0.255
```
Positions in Å, forces in eV/Å.

---

Record 2
A cluster of 2 separate species, C6H13BBr2INO4 in total in a non-equilibrium geometry. Source: OMol25; level of theory: wB97M-V/def2-TZVPD.

**DFT total energy**: -6062.77064 hartree
**2S+1**: 1
**Highest occupied orbital energy**: -9.569 eV
**Lowest unoccupied orbital energy**: 0.0 eV
**SMILES string**: NB(O)OC(=O)OCCCI.BrCCBr

The geometry in XYZ format:
```
28
Properties=species:S:1:pos:R:3:forces:R:3:nbo_charge:R:1
O -0.949 0.765 -1.682 1.486 1.440 1.436 -0.724
C -1.919 -3.342 -0.575 -0.084 0.148 0.234 -0.442
H 2.390 4.051 2.020 -0.079 -1.666 1.209 0.237
C -2.112 -4.836 -0.500 -0.058 -0.172 -0.253 -0.452
H 2.821 2.236 2.399 -0.951 1.259 0.425 0.223
Br -1.010 -5.759 -1.816 -0.004 0.026 0.132 -0.008
I 2.157 3.550 4.771 0.334 -0.122 -1.016 0.058
H -3.139 -5.104 -0.752 0.086 0.112 0.033 0.233
B 0.246 0.529 -2.471 1.612 -0.735 -1.153 1.242
H 1.774 -0.838 -1.988 -0.728 -0.261 -0.802 0.388
H -1.861 -5.255 0.475 -0.008 0.156 -0.125 0.234
C -0.788 1.828 -0.759 0.266 4.218 -1.173 0.992
H 0.164 3.660 1.648 0.298 -1.170 1.042 0.237
H 0.236 -1.447 -1.826 0.747 0.339 -0.374 0.386
O -0.612 3.017 -1.139 -0.633 -4.960 1.477 -0.551
H -2.695 -2.825 -0.008 0.070 -0.087 -0.049 0.234
O -0.888 1.548 0.625 0.722 -0.766 -2.719 -0.536
H 1.867 1.486 -3.200 -1.011 -0.251 -0.445 0.499
H -1.906 -2.959 -1.596 -0.003 -0.152 0.118 0.235
C 2.109 3.100 2.609 -1.072 0.214 -0.840 -0.519
H 1.298 1.349 0.561 -1.315 0.411 0.654 0.184
Br -0.239 -2.803 0.255 -0.070 -0.112 0.096 -0.021
N 0.834 -0.858 -2.430 -0.967 1.678 1.351 -1.121
H -0.031 2.605 3.219 0.730 0.243 -1.812 0.229
C 0.414 1.482 1.269 0.534 -0.046 2.354 -0.075
H 0.388 0.564 1.972 0.049 1.257 -1.375 0.200
O 0.893 1.483 -3.328 -0.599 -0.780 2.314 -0.906
C 0.559 2.772 2.246 0.648 -0.221 -0.740 -0.457
```
Positions in Å, forces in eV/Å.

---

Record 3
An isolated molecule of C6H13BO2 in a non-equilibrium geometry. Source: OMol25; level of theory: wB97M-V/def2-TZVPD.

**DFT total energy**: -411.59133 hartree
**2S+1**: 3
**Highest occupied orbital energy (alpha / beta)**: -4.681 / -9.558 eV
**ΔE to the lowest compared entry with this formula, charge and spin**: 35.0 kcal/mol
**Lowest unoccupied orbital energy (alpha / beta)**: 0.3 / -1.9 eV

The geometry in XYZ format:
```
22
Properties=species:S:1:pos:R:3:forces:R:3:nbo_charge:R:1
O -2.140 -2.176 1.750 1.675 -0.066 0.124 -0.933
H -0.866 1.774 0.984 -0.046 0.534 -0.186 0.213
H 2.465 0.330 0.398 -0.628 0.384 -0.131 0.198
H -1.625 0.856 -0.331 -0.470 0.987 -0.120 0.207
H 0.793 0.854 -2.247 0.162 0.142 0.439 0.210
H -3.043 -2.219 2.012 -1.041 -0.163 -0.154 0.504
C 1.649 1.091 0.280 2.271 -0.591 0.227 -0.611
H -0.463 -0.319 -1.879 0.957 -0.048 -0.194 0.217
H -0.551 2.253 -0.791 -0.282 0.638 0.034 0.208
C 0.543 0.053 -1.538 -1.000 -2.330 -4.046 -0.596
H 1.287 -0.778 -1.699 -0.647 0.750 0.275 0.211
H 1.869 -1.168 1.440 0.138 -0.474 0.222 0.157
C 0.844 -1.498 1.336 7.557 -3.872 4.744 -0.351
O -2.531 -1.696 -0.581 -0.151 -1.046 -0.371 -0.935
B -1.745 -1.680 0.545 2.592 2.288 -0.110 1.061
H 2.122 1.745 -0.495 -0.928 -0.162 0.452 0.214
C -0.770 1.493 -0.061 -0.106 -2.438 0.000 -0.584
C 0.336 0.418 -0.167 1.225 2.371 2.762 -0.189
C 0.006 -0.788 0.623 -11.019 3.467 -5.421 -0.084
H 1.675 1.619 1.239 -0.508 0.046 -0.134 0.211
H 0.515 -2.351 1.811 -0.203 -1.622 1.228 0.170
H -3.048 -2.530 -0.709 0.451 1.204 0.360 0.501
```
Positions in Å, forces in eV/Å.

---

Record 4
The ion C6H13BrN with charge +1 in a non-equilibrium geometry. Source: OMol25; level of theory: wB97M-V/def2-TZVPD.

**DFT total energy**: -2864.85196 hartree
**2S+1**: 1
**Total charge**: +1
**Highest occupied orbital energy**: -14.181 eV
**ΔE to the lowest compared entry with this formula, charge and spin**: 25.7 kcal/mol
**Lowest unoccupied orbital energy**: -3.4 eV
**SMILES string**: C=C(Br)[NH+](CC)CC

The geometry in XYZ format:
```
21
Properties=species:S:1:pos:R:3:forces:R:3:nbo_charge:R:1
C -0.392 0.005 1.446 -2.241 0.723 0.851 -0.222
H 0.022 0.756 -2.344 1.193 1.723 0.334 0.227
H -1.855 -0.520 -1.126 0.060 -0.642 0.582 0.231
H -1.471 -0.015 1.205 0.449 -0.066 0.311 0.229
H 1.284 -0.223 0.660 -1.240 2.048 -2.174 0.488
H 1.725 1.230 -1.837 -1.188 1.125 -0.365 0.238
C 0.117 1.508 -0.370 0.294 0.783 -0.699 -0.215
H -0.526 -2.076 1.761 1.268 1.045 0.979 0.242
H -1.296 -2.049 -2.058 0.652 1.038 1.701 0.277
H -0.222 0.913 2.042 0.202 0.016 -0.599 0.237
C 0.144 -0.972 -0.802 -0.548 -1.460 -0.089 0.049
Br 1.776 -1.880 -1.265 -0.990 0.487 0.372 0.167
H 0.540 2.217 0.367 0.200 -0.496 -0.546 0.240
N 0.332 0.107 0.174 2.509 -0.479 1.587 -0.471
H -0.220 -1.106 3.320 -0.035 -0.002 -1.711 0.271
H -0.976 1.777 -0.399 0.821 -0.958 0.322 0.234
H 0.327 2.588 -2.193 1.056 -1.114 -0.004 0.263
C -1.072 -1.286 -1.228 -0.076 0.022 -2.309 -0.400
C 0.644 1.576 -1.812 -0.955 -1.086 0.163 -0.642
H 1.072 -1.375 2.253 1.791 -0.173 -0.425 0.227
C 0.046 -1.175 2.205 -3.222 -2.533 1.718 -0.670
```
Positions in Å, forces in eV/Å.

---

Record 5
The ion C6H13BrNO with charge +1 in a non-equilibrium geometry. Source: OMol25; level of theory: wB97M-V/def2-TZVPD.

**DFT total energy**: -2940.03475 hartree
**2S+1**: 1
**Total charge**: +1
**Highest occupied orbital energy**: -13.240 eV
**ΔE to the lowest compared entry with this formula, charge and spin**: 56.2 kcal/mol
**Lowest unoccupied orbital energy**: -3.6 eV
**SMILES string**: C[C@H](Br)C[C@@H]1[NH2+]CCO1

The geometry in XYZ format:
```
22
Properties=species:S:1:pos:R:3:forces:R:3:nbo_charge:R:1
O -0.993 1.241 -1.288 -0.225 -1.358 1.865 -0.509
H -2.585 -0.009 -2.362 1.467 0.838 1.968 0.254
H 2.323 -1.131 1.684 -0.292 -0.235 -2.266 0.231
C -0.636 1.351 0.165 0.862 1.663 -0.798 0.246
Br 3.379 0.832 -1.228 -1.401 -0.648 0.931 0.039
H -0.934 -0.794 -2.122 -1.327 1.822 0.896 0.200
C 0.949 1.157 0.588 0.061 1.273 -0.310 -0.486
H 1.448 2.234 0.501 -0.933 -2.521 -0.027 0.287
H -1.154 2.396 0.417 1.687 -2.236 -0.111 0.245
H -1.147 -1.557 -0.071 -1.599 1.738 0.081 0.236
C 2.120 -1.331 0.549 -0.212 -0.059 -0.646 -0.656
H 3.045 -1.849 0.054 -1.806 0.996 1.079 0.269
H 1.209 -2.084 0.438 1.831 1.499 0.365 0.201
H 0.980 0.907 1.755 -0.055 0.389 -2.540 0.224
H -2.073 0.823 1.554 0.305 -1.168 -0.668 0.459
C -1.682 -0.024 -1.615 1.437 -1.561 1.062 -0.082
N -1.382 0.283 0.978 -1.252 0.094 -1.161 -0.569
H -0.812 -0.338 1.596 -0.184 1.204 -0.482 0.461
C 1.741 0.020 -0.323 -1.050 -0.898 0.229 -0.263
C -1.895 -0.649 -0.110 -1.112 -3.438 -1.384 -0.293
H 1.068 -0.359 -1.234 1.517 1.190 2.028 0.231
H -2.970 -1.118 0.074 2.283 1.415 -0.109 0.274
```
Positions in Å, forces in eV/Å.

---

Record 6
A structure of composition C6H13BrNO5S2. Source: OMol25; level of theory: wB97M-V/def2-TZVPD.

**DFT total energy**: -4037.85358 hartree
**2S+1**: 1
**Total charge**: -1
**Highest occupied orbital energy**: -6.360 eV
**Lowest unoccupied orbital energy**: 3.0 eV

The geometry in XYZ format:
```
28
Properties=species:S:1:pos:R:3:forces:R:3:nbo_charge:R:1
C 0.797 0.716 0.508 0.022 -0.057 0.110 -0.231
H 3.420 0.681 1.414 -0.011 -0.029 -0.032 0.195
H 0.196 2.354 -0.779 0.062 0.002 0.044 0.241
H 1.362 1.254 -1.519 -0.066 0.007 0.034 0.200
H 0.651 -1.969 1.542 0.039 0.038 0.011 0.221
O -3.483 -0.171 0.779 -0.081 0.031 -0.013 -0.961
H -0.891 -0.449 1.250 0.059 -0.021 -0.079 0.196
H 1.657 -0.988 -0.454 0.061 0.049 0.026 0.199
O -1.543 1.229 0.281 0.005 0.196 -0.015 -0.728
C 3.249 0.075 0.517 0.031 -0.005 0.029 -0.603
O -2.288 -2.093 -1.265 0.051 -0.038 0.002 -0.941
H 3.955 -0.760 0.541 -0.019 0.035 -0.004 0.201
H -0.686 -0.485 -0.511 0.030 0.113 0.115 0.200
C 1.588 -1.420 1.642 -0.003 -0.030 0.024 -0.608
N -2.899 0.354 -1.634 0.033 0.107 -0.020 -1.243
S -3.047 0.853 -0.126 0.192 -0.110 0.090 2.521
H 1.898 2.415 -0.300 -0.027 -0.042 -0.024 0.198
O -3.698 2.122 -0.125 -0.087 0.049 0.043 -0.944
O -2.743 -1.185 -3.507 0.028 -0.064 -0.056 -0.932
H 0.882 1.194 1.495 -0.050 0.084 -0.095 0.190
H 1.567 -0.885 2.599 0.003 -0.023 -0.049 0.197
Br -5.149 -1.705 -1.878 -0.092 -0.051 -0.008 -0.317
S -2.959 -1.131 -2.093 -0.063 0.001 -0.024 2.249
C 1.080 1.749 -0.583 0.018 -0.004 -0.071 -0.617
H 2.396 -2.155 1.691 -0.033 0.029 -0.025 0.199
H 3.486 0.690 -0.352 -0.016 -0.028 0.035 0.210
C 1.812 -0.442 0.487 -0.023 -0.014 0.017 -0.208
C -0.611 0.151 0.381 -0.060 -0.223 -0.067 -0.081
```
Positions in Å, forces in eV/Å.